# 1
DFT (ωB97M-V/def2-TZVPD) results for the molecule C4H7NO.

```
13
Properties=species:S:1:pos:R:3:forces:R:3
H -1.5435 1.0244 -0.9429 0.10 -0.09 0.08
H -0.8568 -2.8525 -1.4788 -0.02 0.14 0.05
O 2.2099 1.2178 1.5050 0.13 0.17 -0.18
C 0.4122 0.9484 -0.0725 0.14 -0.02 0.16
H -1.4309 -2.1287 0.1461 0.06 0.08 -0.13
H -1.4283 0.0118 0.5086 0.10 0.01 -0.13
C -0.9031 0.3065 -0.4166 -0.07 0.12 0.14
H 2.5820 1.7612 0.7969 0.00 -0.07 0.13
N -0.6991 -0.8292 -1.3094 -0.12 -0.37 0.18
C -1.0093 -1.9677 -0.8585 0.05 0.12 -0.15
H 0.8921 1.5636 -0.8331 -0.03 -0.08 0.10
H 0.5734 0.0967 1.8633 0.01 0.10 -0.11
C 1.0141 0.7278 1.0946 -0.36 -0.10 -0.15
```
Positions in Å, forces in eV/Å.

Output
Calculated total energy in eV: -7797.4909
HOMO-LUMO gap in eV: 9.97
ΔE to the lowest compared entry with this formula, charge and spin in kcal per mole: 49.7
HOMO energy in hartree: -0.3300
Net charge: 0



# 2
DFT (ωB97M-V/def2-TZVPD) results for a 11-piece molecular cluster, C22H66O22 overall.

```
110
Properties=species:S:1:pos:R:3:forces:R:3
H 1.7364 0.5168 -6.2448 0.16 0.71 -0.55
H 7.7422 0.1621 1.5201 0.17 -0.10 0.01
H -5.1248 2.2872 -1.8572 -0.15 -0.16 -0.03
C -0.7953 3.7099 3.9766 -0.57 -0.61 0.41
O 2.2099 -0.0386 -2.5253 1.29 -0.52 0.02
H 0.7668 -0.3546 4.6638 -0.23 0.43 0.09
H 3.2750 2.7537 6.2806 0.03 0.07 0.05
H 2.7042 -1.5170 -3.8582 -0.22 -0.39 0.09
H -1.9410 -0.4339 -1.4310 -0.33 -0.33 -0.23
H 4.0918 -0.7924 -3.2041 0.06 0.58 0.33
H -5.7777 -2.5345 -3.9080 0.49 0.26 -0.44
C 6.7298 1.1210 0.2103 -1.52 -1.06 0.07
O 1.4027 0.4956 0.2715 0.62 -0.03 -0.27
C 3.0890 -1.1177 -2.9171 -0.15 -0.29 -0.26
H 1.6213 -4.4777 0.9287 -0.22 0.04 -0.52
H -6.0634 2.9549 0.9130 -0.18 0.34 0.09
H 6.1023 1.6315 2.3249 0.75 -0.01 -0.09
O 4.0903 -1.9946 -0.7955 0.05 -0.17 -0.69
H 0.1685 1.2696 -1.8552 -0.10 0.12 -0.05
O -3.0853 1.1189 3.6971 0.68 -1.21 0.42
C -0.5772 0.8873 -1.1588 0.42 0.57 2.23
C -1.2047 -0.1269 4.8482 -0.31 2.85 0.87
C 1.8194 -3.4727 1.3109 0.46 -0.94 0.83
H 1.5969 -3.8269 3.2216 -0.02 -0.10 0.13
O -0.5883 -6.0724 -2.9586 0.47 1.33 -0.53
H -0.9009 4.0776 1.8832 -0.02 0.30 -0.19
H 6.0499 0.5692 -0.4457 0.13 0.30 -0.67
H 2.1723 3.7119 4.1520 0.13 0.25 0.69
H 1.2754 -5.2974 -2.4592 0.26 -0.05 -0.15
H -1.1806 -3.5433 0.9806 0.21 0.02 -0.16
H 0.9978 -5.5129 -4.2485 0.28 -0.66 0.16
O -7.4229 2.5512 -0.5703 0.64 0.27 0.75
H 3.6589 1.2858 5.3451 0.27 0.12 -0.09
H -3.5910 -1.7170 -3.7681 0.61 0.44 0.41
O -0.7178 -1.6618 -6.5607 0.04 -0.35 -1.11
H 2.3143 -2.6749 -1.6176 -0.19 0.15 0.08
H 1.4822 1.4348 6.5352 0.14 -0.04 0.02
O -6.3947 -2.3121 -2.0084 1.41 0.63 0.51
H 2.7237 -3.0858 0.8409 -0.62 0.48 -0.67
H -0.1971 -2.1099 -2.5471 -0.11 0.20 -0.19
O -0.0665 -3.0516 -2.3972 -0.84 -0.85 0.49
H -1.2574 0.6196 2.8796 0.13 0.05 -0.17
O 0.9201 0.9063 -5.9177 1.69 -0.17 -1.26
O -0.9862 -0.3979 -1.5670 0.23 0.21 -0.09
H -0.2129 4.0083 4.8489 0.32 0.40 -0.32
H 3.8608 3.4045 3.8669 0.19 -0.50 -0.09
H 1.4929 -0.0113 -0.5425 0.57 -0.14 -0.06
C 0.5343 -2.6308 1.2404 1.87 0.34 -0.67
H -7.3805 2.2112 -1.4673 0.37 0.18 -0.06
C -4.0544 -1.7687 -2.7856 -2.78 -1.05 1.17
H -0.9461 0.8727 5.2203 0.51 0.38 -0.15
O 4.6507 0.5906 1.3523 0.40 -1.20 -0.48
O -0.5917 -3.3119 1.7019 -0.59 -0.34 0.68
H 5.3536 2.4227 0.9349 0.05 0.43 0.36
H -2.7345 1.9280 4.0957 -0.18 0.17 -0.03
C -4.9100 2.6850 -0.8638 0.19 0.37 0.86
H 2.7034 0.7284 -2.8299 -0.43 0.46 0.28
H -0.4620 0.1559 0.9316 -0.56 -0.18 -0.34
C 5.7563 1.4727 1.3006 -1.63 1.51 0.02
H -6.2582 4.2602 -0.3297 -0.14 0.06 0.26
H -4.2457 3.5419 -0.9857 -0.09 0.12 -0.25
H 4.0943 -1.0593 -0.5649 -0.18 0.12 0.16
H -5.8067 -0.8069 -3.3927 -0.60 0.01 -0.07
H -0.3400 -1.4221 -7.4115 0.00 0.48 0.08
H -1.6177 0.1768 -5.9830 0.42 0.29 -0.27
O -0.0293 -0.8883 4.7316 -0.81 -1.01 -0.17
C 0.5672 -5.2301 -3.2856 -0.43 -0.76 0.44
H -0.4606 2.7057 3.7125 -0.01 -0.03 0.00
O 2.4746 2.0278 3.1267 1.13 0.05 -0.86
C 0.2421 -3.7981 -3.5645 0.15 1.10 0.38
H -0.0199 1.8080 0.8395 -0.04 0.44 -0.47
H -0.4751 -3.7961 -4.3892 -0.51 0.44 0.25
C -0.9193 -0.5906 -5.6485 0.50 -1.75 1.00
H 1.1374 -3.2799 -3.9186 0.36 -0.67 -0.68
H -4.2895 -0.6858 -1.1058 -0.25 -0.28 -0.09
C 0.4349 -0.1058 -5.0973 -2.49 0.49 1.50
O -4.1073 1.7685 -0.1150 -0.10 -0.27 -0.22
H 1.5940 1.6973 3.3186 -0.01 0.11 0.28
H 3.8783 0.9860 1.7672 -0.11 0.30 0.19
O 1.6766 1.6178 5.6131 -1.14 -0.25 0.14
H -2.3321 -0.7182 3.0904 -0.33 0.03 0.09
H -7.3080 -2.4728 -2.2531 0.12 0.19 -0.46
H 0.7319 -1.7368 1.8351 -0.34 0.08 0.16
O -2.1546 3.5736 4.3849 -0.27 -0.33 0.06
H -1.4016 1.5885 -1.0159 -0.33 -0.09 -0.72
H -0.2961 -6.9678 -2.7727 0.27 0.08 -0.03
H 0.4199 -2.3166 0.2010 -0.12 0.05 -0.07
H -2.4330 4.3121 4.9318 0.12 0.06 0.01
C -6.1817 3.1891 -0.1442 -0.24 -1.10 -1.29
C -1.9899 0.1978 3.5730 0.34 -0.34 -0.83
C 0.0547 0.8698 0.2837 -0.39 -0.51 -0.23
H -1.4561 -1.2083 -4.9245 0.01 0.77 0.84
O 0.5625 5.2313 2.8676 0.03 0.31 -0.89
H -3.9363 -2.7497 -2.3203 1.09 0.05 0.13
H 0.3462 0.3872 -4.1265 -0.62 -0.45 0.25
O 7.7096 0.1992 0.5610 1.05 -0.16 0.33
H -4.5893 1.3588 0.6089 -0.22 0.13 0.03
C 3.2728 -2.2546 -1.9286 -0.38 0.37 -0.19
H -1.5504 5.3327 3.0097 0.18 0.61 -0.67
H 1.0905 -0.9557 -4.9087 0.08 -0.04 -0.56
O -3.7530 -0.6757 -1.9036 0.58 -0.26 -1.04
H 7.0722 2.0198 -0.3039 0.52 -0.06 0.18
H 0.8690 5.3210 1.9609 0.29 0.21 0.09
C 2.9267 2.9225 4.1522 -1.31 -0.38 -0.41
C -0.7234 4.6539 2.7912 0.08 -0.71 1.57
C 2.9709 2.1285 5.4387 0.69 0.46 0.04
O 2.3494 -3.6958 2.6359 -0.70 0.41 0.28
H 3.7246 -3.0001 -2.5871 0.43 -0.34 0.45
C -5.5678 -1.8322 -3.1004 -0.65 0.07 -0.10
H -1.8856 -0.3260 5.6794 0.06 -1.55 -0.13
```
Positions in Å, forces in eV/Å.

Output
Calculated total energy in eV: -68921.0925
HOMO-LUMO gap in eV: 9.26
ΔE to the lowest compared entry with this formula, charge and spin in kcal per mole: 90.4
HOMO energy in hartree: -0.3302
Net charge: 0



# 3
DFT (ωB97M-V/def2-TZVPD) results for an isolated ion of composition C28H31N4O5S2 and charge +1.

```
70
Properties=species:S:1:pos:R:3:forces:R:3
H 3.8452 -5.4296 -0.9268 0.15 -0.12 -0.03
C -2.5969 -0.5940 -0.1558 -0.91 -0.56 0.06
C -3.3895 2.7276 1.0949 -0.07 0.00 -0.15
H -6.6486 -0.8352 1.4214 0.00 0.09 0.00
N -5.2152 0.4383 0.5867 0.63 -0.59 0.09
C -0.0174 0.2280 -0.5758 -0.85 0.50 -0.08
H 3.0539 1.7022 1.2912 -0.01 0.03 0.06
H 4.4916 -0.2823 0.6921 0.10 -0.05 0.00
C -2.8501 2.4874 -1.2283 -0.17 0.12 0.11
H 6.4182 2.8444 0.3758 0.11 0.01 0.00
H -0.7619 -3.7073 0.1602 -0.18 0.04 0.05
O -4.9063 -1.5395 -1.0842 0.10 0.14 -0.37
H -5.8537 2.2262 -0.3067 -0.01 -0.26 0.06
C -3.7173 2.2503 -0.1700 0.02 0.13 0.07
C -0.8196 -0.1265 -1.6616 -0.04 0.06 0.16
H -6.9566 -0.3487 -0.2511 0.02 0.10 0.03
C 5.6889 3.5928 0.6786 -0.02 -0.01 -0.04
H 0.5245 -8.1788 0.9916 0.03 0.21 -0.19
H 3.5862 1.6793 -1.4458 0.06 -0.19 -0.08
H 3.5658 5.0003 0.2448 -0.05 0.09 0.01
H 4.6533 1.7326 2.0524 -0.12 0.03 0.00
C 2.5577 -3.6984 -0.6895 -0.44 0.36 0.08
C -2.1152 -0.5533 -1.4527 0.11 -0.04 -0.25
H -2.2400 -0.2941 1.9317 0.02 0.04 0.19
H 5.8677 3.8474 1.7348 0.01 -0.01 0.02
H 0.0818 -8.2734 -0.7470 0.11 0.22 0.13
C 1.2715 -3.2054 -0.3852 0.85 -0.75 -0.20
C 3.3470 4.0808 0.7847 -0.03 -0.02 -0.01
N 4.3497 3.0933 0.4463 -0.10 -0.03 0.04
C 4.1229 1.8104 1.0897 0.17 -0.16 -0.21
H -4.8533 0.7293 1.4990 0.05 -0.10 -0.10
C 0.5047 -7.6289 0.0385 -0.40 -1.21 0.17
H -4.0711 2.6013 1.9269 -0.08 0.01 0.15
H -0.4188 -0.0834 -2.6619 0.04 -0.02 -0.13
O -0.2892 -6.4667 0.1773 -0.13 0.41 0.01
H 4.2272 0.0696 -1.8925 -0.09 0.10 -0.06
C 4.5675 0.6713 0.1674 -0.25 0.21 0.07
H 5.8441 4.4853 0.0753 0.09 0.03 0.00
O 1.8177 -7.2482 -0.3167 0.35 0.15 -0.10
C 1.3127 0.8871 -0.8257 -0.14 -0.22 -0.03
H -0.4039 4.1450 0.3987 0.12 0.04 0.03
H -1.9578 3.7695 2.2870 0.03 0.04 0.10
N 1.1676 -1.8475 -0.4262 0.27 0.39 0.10
H -7.2407 0.8079 1.0736 0.18 0.06 -0.03
C 0.2207 -4.0776 -0.0729 0.03 -0.31 0.01
O -4.4024 -1.8941 1.3164 0.23 0.05 0.27
C -1.6649 3.1717 -1.0223 -0.06 0.07 -0.01
C -5.0188 1.5204 -0.3922 0.23 0.71 -0.51
C 2.2780 -1.2808 -0.7449 0.06 -1.38 0.06
C 3.7297 0.6494 -1.1114 0.46 0.20 0.09
S 3.6296 -2.3731 -1.0341 -0.39 0.17 0.05
H 0.0743 0.5169 1.5498 0.07 0.02 0.12
H -3.1108 2.1452 -2.2184 -0.01 -0.08 -0.14
H -2.7529 -0.8578 -2.2668 -0.02 0.00 -0.18
C -2.1992 3.4025 1.3016 -0.01 0.06 0.08
C -0.5409 0.2122 0.7185 -0.20 0.07 -0.11
C 0.5286 -5.4109 -0.0833 0.50 0.06 -0.13
C -1.3326 3.6203 0.2440 -0.04 0.04 0.02
H 3.3126 4.3098 1.8613 0.02 0.03 0.03
H -5.0542 1.0718 -1.3883 -0.08 0.03 0.07
O 1.3597 2.0880 -0.9707 -0.03 0.12 0.01
N 2.4087 0.0745 -0.8901 0.10 0.60 -0.05
H 2.3730 3.7165 0.4610 -0.04 0.07 0.05
C 1.8186 -5.8917 -0.3865 -0.29 0.51 0.05
C -6.6045 -0.0033 0.7200 -0.84 -0.37 0.06
S -4.2447 -1.1614 0.1114 0.48 0.46 0.24
H -0.9928 3.3510 -1.8454 0.09 -0.02 -0.10
H 5.6091 0.8173 -0.1143 0.09 -0.05 0.01
C 2.8626 -5.0578 -0.6959 -0.17 -0.42 0.08
C -1.8305 -0.2255 0.9368 0.28 0.09 0.18
```
Positions in Å, forces in eV/Å.

Output
Calculated total energy in eV: -67400.2847
HOMO-LUMO gap in eV: 6.58
ΔE to the lowest compared entry with this formula, charge and spin in kcal per mole: 33.1
HOMO energy in hartree: -0.3633
Net charge: +1